103
Properties=species:S:1:pos:R:3:mulliken_spin:R:1 method="wB97M-V/def2-TZVPD" max_force_ev_per_a=3.13 gap_ev="5.454 / 5.617" homo_ev="-3.315 / -3.498" total_energy_ha=-4182.28973 multiplicity=11 mol_weight_g_mol=665.45 total_charge=-1
O -10.64 -10.95 16.56 0.000
H -15.16 -8.15 16.89 0.001
C -13.46 -14.10 13.86 0.013
H -16.62 -7.75 10.85 0.004
H -9.93 -10.96 11.52 0.001
H -15.42 -15.16 12.35 -0.007
O -16.92 -8.50 12.70 0.084
H -8.36 -10.39 7.13 0.000
C -16.63 -13.55 14.83 0.005
H -9.33 -10.59 14.13 0.000
C -10.08 -9.09 8.12 0.000
C -15.30 -9.86 8.75 0.017
H -18.20 -11.09 11.35 0.001
H -16.85 -11.29 8.33 0.001
O -13.81 -13.99 12.50 0.004
H -14.21 -9.44 13.51 0.079
H -15.99 -14.32 15.25 0.001
H -11.15 -7.37 8.59 0.000
H -10.98 -13.87 11.13 0.002
H -16.37 -12.15 17.00 0.000
H -14.58 -14.02 8.01 0.000
H -14.98 -15.93 10.17 -0.001
C -11.94 -8.33 10.69 -0.004
H -17.20 -9.82 7.56 -0.001
H -10.54 -12.92 17.01 0.000
H -8.64 -11.80 8.08 0.000
Mn -14.26 -12.13 11.01 4.815
H -14.64 -11.21 13.57 0.112
C -10.20 -11.98 11.79 -0.006
O -16.10 -12.26 14.96 0.004
H -9.53 -11.68 6.53 0.000
C -8.11 -9.33 16.21 0.000
C -14.39 -15.04 10.43 0.021
C -15.40 -13.92 8.72 0.020
C -10.66 -12.30 16.13 0.001
H -12.44 -8.81 11.53 0.007
H -16.84 -13.74 13.78 -0.002
O -16.33 -11.80 11.81 0.169
H -14.00 -10.53 16.13 0.007
H -8.80 -9.37 17.05 0.000
H -10.87 -8.21 10.94 0.000
H -15.13 -10.31 17.52 -0.001
H -16.04 -13.10 8.40 -0.001
H -9.78 -12.53 15.52 0.000
H -11.87 -10.38 14.94 0.006
H -9.20 -12.45 11.89 -0.002
H -14.28 -8.16 15.31 0.001
H -17.61 -13.57 15.34 -0.002
O -12.21 -12.38 10.43 0.096
H -13.96 -14.92 14.40 0.002
H -14.80 -9.05 8.18 0.003
H -14.08 -10.49 11.97 0.056
H -17.54 -12.01 10.09 -0.002
C -16.46 -7.47 11.90 -0.001
C -15.03 -10.59 16.47 0.009
H -18.85 -13.21 12.41 -0.001
C -9.13 -11.13 7.38 0.000
H -10.32 -12.90 9.87 0.005
H -14.81 -12.75 16.46 -0.004
H -13.92 -16.12 12.26 -0.001
H -11.62 -12.48 15.63 0.000
H -14.86 -6.34 11.27 -0.001
C -17.54 -11.95 11.19 0.022
H -14.30 -7.61 12.19 -0.003
H -15.91 -7.67 15.35 -0.006
H -10.58 -12.12 12.80 0.003
H -7.55 -10.27 16.10 0.000
H -18.99 -13.43 10.64 0.001
C -9.84 -9.72 14.59 -0.002
C -16.34 -10.46 7.82 0.004
H -15.04 -6.29 13.12 0.000
C -11.42 -8.42 8.41 0.001
C -11.00 -10.04 15.50 0.000
Mn -16.28 -10.41 13.55 4.844
O -14.43 -10.79 9.29 0.068
O -15.70 -9.68 15.57 0.035
H -13.39 -15.17 10.02 -0.009
H -11.22 -9.17 16.13 0.000
C -15.57 -11.99 16.25 0.002
C -18.30 -13.28 11.47 -0.004
H -12.82 -10.77 13.28 0.034
H -12.42 -14.43 13.93 0.002
H -9.65 -8.61 7.23 0.000
H -13.64 -13.16 14.38 -0.007
O -10.19 -10.49 8.08 0.002
H -17.24 -6.68 11.98 0.001
B -13.92 -10.48 13.09 -0.532
H -12.13 -8.48 7.58 0.000
C -10.96 -12.82 10.76 0.021
C -15.22 -8.36 15.83 0.018
H -12.28 -7.28 10.66 0.000
H -9.36 -8.80 8.90 0.000
C -14.40 -15.19 11.94 0.010
H -15.81 -9.42 9.62 -0.006
H -10.22 -9.29 13.66 0.001
C -15.10 -6.88 12.20 0.001
H -7.42 -8.57 16.59 0.000
H -15.93 -10.89 6.90 -0.001
O -14.99 -13.80 10.06 -0.008
O -12.07 -9.04 9.49 0.000
H -17.56 -14.08 11.48 0.000
H -16.05 -14.79 8.52 0.001
O -8.79 -8.91 15.06 0.000


106
Properties=species:S:1:pos:R:3:mulliken_charge:R:1 method="wB97M-V/def2-TZVPD" relative_energy_kcal_mol=0.0 max_force_ev_per_a=7.63 gap_ev=6.658 homo_ev=-19.990 total_energy_ha=-7138.31774 mol_weight_g_mol=752.63 total_charge=+6
H -7.34 -17.46 -17.15 0.406
H -4.70 -10.69 -15.86 0.383
H -2.41 -18.63 -20.47 0.228
H -1.78 -10.80 -17.71 0.294
H -4.42 -17.51 -17.90 0.107
H 1.32 -8.96 -17.14 0.450
H -0.17 -20.38 -19.77 0.292
H -1.27 -12.50 -21.74 0.390
H 1.58 -15.41 -16.28 0.262
H -4.33 -14.59 -17.43 -0.187
H -4.49 -13.59 -18.91 0.423
H -1.45 -23.18 -14.31 0.350
H 2.51 -19.56 -20.72 0.412
H -4.44 -16.47 -14.35 0.333
O -0.70 -21.77 -16.79 -0.439
H -5.19 -18.09 -14.44 0.448
H -3.35 -20.30 -22.09 0.404
C 0.93 -14.69 -15.80 -0.448
C 0.19 -15.78 -12.46 -0.942
H -0.07 -15.02 -21.12 0.370
H -3.16 -20.15 -17.13 0.269
C 0.46 -19.87 -20.50 -0.966
C 0.09 -14.26 -20.35 -0.950
H -0.20 -14.76 -12.41 0.345
H -0.32 -8.75 -17.00 0.428
H 1.29 -9.30 -19.41 0.359
H 0.29 -20.30 -21.48 0.528
H -0.68 -16.46 -12.37 0.273
C 0.32 -10.77 -17.28 0.209
C -1.83 -21.43 -16.45 0.072
H -1.57 -19.33 -16.73 0.149
N -3.25 -19.76 -22.96 -0.195
C -5.64 -11.28 -17.71 0.543
C -5.83 -16.68 -15.83 0.457
H -1.78 -17.10 -21.23 -0.134
H -5.65 -18.31 -18.94 0.403
H 0.33 -14.26 -16.59 -0.087
O 1.52 -17.02 -14.12 -0.481
N -5.57 -12.89 -17.24 -0.102
O -6.12 -11.28 -18.80 -0.411
H -4.00 -17.51 -15.69 -0.115
C -2.49 -17.92 -21.30 -0.623
H 0.85 -16.04 -11.65 0.372
H -2.70 -22.04 -13.83 0.335
H -3.53 -17.57 -21.27 0.554
H -2.38 -23.42 -16.36 0.436
C 0.66 -16.22 -13.72 0.739
C -4.82 -17.24 -15.01 -0.532
C -4.44 -13.59 -17.82 -0.179
C -2.32 -20.07 -16.42 -0.478
C -2.49 -22.91 -14.43 -0.823
H -5.68 -16.57 -18.61 0.354
Br -2.69 -13.37 -14.36 -0.707
H 1.08 -10.93 -22.60 0.351
C 2.68 -18.39 -18.37 -0.898
H -6.50 -13.31 -17.37 0.336
H -4.31 -9.78 -17.41 0.263
H 2.14 -21.06 -20.15 0.423
H 3.68 -18.41 -18.81 0.445
N 0.00 -15.43 -14.99 0.785
H -2.83 -19.84 -15.49 0.424
H -0.55 -16.01 -15.70 -0.299
N -0.32 -12.42 -22.10 -0.247
C -2.81 -20.68 -24.00 -0.870
N 0.41 -9.26 -17.54 -0.095
H -3.56 -13.09 -17.43 -0.053
O 1.40 -11.38 -17.37 -0.493
O 1.80 -20.56 -17.80 -0.356
H -0.51 -9.17 -19.45 0.265
N -2.67 -22.56 -15.85 -0.128
H -4.21 -19.47 -23.23 0.413
H -0.76 -14.74 -14.61 -0.176
C -5.05 -10.37 -16.84 -0.854
H -5.36 -12.85 -16.22 0.370
O -1.59 -18.28 -23.53 -0.437
H -3.15 -23.72 -14.16 0.386
H -0.32 -11.05 -23.67 0.363
H 2.00 -17.65 -18.83 0.189
O 1.57 -12.39 -20.64 -0.397
H -0.23 -13.13 -22.84 0.409
H 1.53 -13.98 -15.24 0.417
Br -1.56 -16.51 -17.74 -0.586
H -5.92 -9.70 -16.70 0.382
H -1.00 -12.37 -17.22 -0.108
H -1.29 -11.11 -16.03 0.382
O -6.37 -15.64 -15.93 -0.416
C 0.61 -13.08 -20.91 0.611
C -5.47 -17.55 -18.19 -0.759
H -3.67 -22.44 -16.04 0.417
H -6.33 -18.69 -16.68 0.383
H 0.88 -14.63 -19.71 0.280
H -2.02 -21.35 -23.66 0.317
C 0.00 -11.06 -22.63 -0.753
H -2.49 -20.03 -24.81 0.394
H 0.20 -18.83 -20.49 0.256
H 2.78 -18.28 -17.29 0.315
C -2.34 -18.55 -22.58 0.581
H 0.48 -7.77 -19.01 0.399
H -0.80 -14.23 -19.72 0.227
H -3.66 -21.25 -24.32 0.367
C -1.01 -11.30 -17.09 -0.418
H -0.52 -10.27 -22.10 0.250
C 2.14 -19.69 -18.51 0.529
N -6.34 -17.70 -17.00 -0.161
C 0.41 -8.85 -18.97 -0.788
N 1.88 -20.06 -20.08 -0.216